A 12-piece molecular cluster, H24O12 overall. Source: the Open Molecules 2025 dataset; level of theory: wB97M-V/def2-TZVPD.

```
36
Properties=species:S:1:pos:R:3
H 0.28198 -0.24678 0.74360
H 1.19313 -0.17304 -0.47065
H -2.29587 -2.13042 -2.21213
H -3.18409 -2.31386 -0.99252
H -3.50198 0.72074 1.40619
H -3.50599 0.09748 0.01999
H 1.19472 1.57340 -2.06266
H 2.18881 0.91142 -3.00266
H -1.11407 2.15868 -2.06465
H -1.49910 3.52005 -2.62004
H -0.95388 -1.52567 -0.46901
H -1.80121 -2.66162 0.08025
H -2.85906 3.08520 1.54934
H -3.25504 2.30216 0.30833
H 3.95832 -0.27944 -0.41389
H 5.35484 0.20675 -0.76518
H 1.48823 -3.17583 0.99108
H 0.46117 -3.62552 2.01722
H 2.45196 2.67336 1.90259
H 3.93966 2.65010 1.59234
H -0.43753 -0.09560 4.37662
H 0.10462 0.91474 3.37896
H 0.56781 -3.31398 -2.24674
H -0.60628 -2.85563 -1.39734
O 1.21193 -0.21718 0.49200
O -2.42491 -1.81285 -1.31130
O -2.99230 0.13547 0.83464
O 1.36307 1.40852 -2.99725
O -1.62318 2.94933 -1.85331
O -0.95274 -2.22014 0.19935
O -2.77578 3.08985 0.58911
O 4.48420 0.05421 -1.14950
O 0.70302 -2.87539 1.46242
O 3.26707 2.20864 2.12312
O -0.25168 0.02113 3.43810
O 0.21990 -2.54368 -1.78349
```

Output
Lowest unoccupied orbital energy, eV: 0.0318
HOMO-LUMO gap, eV: 9.06
Spin multiplicity: 1
E, eV: -24955.9896
SMILES string: O.O.O.O.O.O.O.O.O.O.O.O
Energy relative to the best compared isomer or geometry (same formula, charge and spin), kcal/mol: 131.6
Largest force on an atom, eV Å⁻¹: 4.482